# C17H38N8O3Sc

A structure of composition C17H38N8O3Sc (the ωB97M-V functional and the def2-TZVPD basis, the Open Molecules 2025 dataset).

Results
Frontier orbital gap: 8.957 eV
Total charge: +3
Max |F|: 0.62 eV Å⁻¹
Total energy: -2094.4817 hartree
Energy above the lowest of the compared OMol25 structures with the same formula, charge and spin: 0.0 kcal/mol

Geometry as XYZ:
```
67
Properties=species:S:1:pos:R:3:forces:R:3
Sc -0.14501 0.04376 0.01631 -0.40 -0.46 0.06
N -1.16354 1.06985 -1.83900 0.06 -0.03 0.09
C -2.48102 0.48790 -2.16611 0.00 -0.01 0.01
C -2.26777 -0.99636 -2.34428 0.01 0.02 0.00
N -1.66630 -1.59861 -1.12393 0.05 0.05 0.02
C -2.75003 -1.95770 -0.17721 0.00 0.00 0.02
C -2.20644 -2.29662 1.19404 0.00 -0.01 -0.03
N -1.36136 -1.17700 1.68005 0.01 0.06 -0.06
C -0.90249 -2.81174 -1.52385 0.02 0.00 0.00
C 0.55055 -2.46134 -1.75001 -0.02 -0.01 0.01
N 1.08625 -1.91773 -0.47489 -0.07 0.06 0.02
H -0.55048 0.99603 -2.64878 0.03 0.00 -0.01
H -1.25053 2.06589 -1.66142 -0.01 0.02 -0.01
H -3.16364 0.70232 -1.34178 0.00 0.00 0.00
H -2.91531 0.91803 -3.06908 0.00 0.00 -0.01
H -3.19739 -1.50772 -2.60731 0.00 0.00 0.00
H -1.57532 -1.14920 -3.17509 0.00 0.00 0.00
H -3.42641 -1.10297 -0.09746 0.00 0.00 0.00
H -3.34075 -2.79319 -0.56563 0.00 0.00 0.00
H -3.03220 -2.50642 1.87456 -0.01 0.01 0.00
H -1.58980 -3.19389 1.16731 -0.01 0.00 0.00
H -1.96479 -0.43907 2.03815 -0.01 0.00 0.01
H -0.84432 -1.49399 2.49386 0.03 -0.01 0.02
H -0.96576 -3.56042 -0.73418 0.00 0.00 0.00
H -1.34224 -3.26671 -2.41392 0.00 0.00 0.00
H 1.10807 -3.33644 -2.08510 0.00 0.00 0.00
H 0.65971 -1.69171 -2.51890 -0.01 0.00 0.00
H 1.07525 -2.66815 0.21270 -0.01 -0.01 0.02
H 2.06947 -1.67495 -0.59204 0.02 0.03 0.00
N 4.56954 1.10576 2.01213 -0.07 -0.03 -0.09
C 3.47888 1.07370 3.05701 -0.03 -0.01 -0.01
C 2.08109 1.24308 2.45780 -0.01 0.03 -0.02
N 1.49788 0.01840 1.87553 -0.01 0.04 -0.12
H 5.41995 0.65340 2.35106 0.03 -0.02 0.00
H 4.82258 2.06728 1.78094 0.01 0.04 -0.01
H 4.26991 0.64918 1.11310 0.01 -0.01 0.05
H 3.69448 1.87114 3.76534 -0.01 0.00 0.00
H 3.56617 0.12509 3.58457 0.00 -0.01 0.00
H 2.09701 2.01832 1.68822 -0.01 -0.01 -0.01
H 1.42362 1.60163 3.24883 0.01 0.00 0.01
H 1.34986 -0.66229 2.61400 0.00 0.00 0.03
H 2.19179 -0.36705 1.23141 0.06 -0.03 0.01
O 3.38529 0.09319 -0.23491 -0.07 -0.03 -0.07
C 2.70555 0.80487 -1.01341 0.09 0.22 0.32
O 1.42321 0.93071 -0.82746 0.30 0.10 -0.27
C 3.32243 1.54431 -2.11965 0.03 -0.05 -0.07
C 2.59628 2.49934 -2.83680 0.00 -0.01 0.00
C 3.19431 3.18113 -3.87956 0.00 0.02 -0.01
C 4.51477 2.90460 -4.21938 0.00 0.00 0.00
C 5.24151 1.95362 -3.51362 0.01 0.01 0.00
C 4.65090 1.27677 -2.46174 -0.01 0.00 0.01
H 1.57172 2.71454 -2.56240 0.00 -0.01 -0.01
H 2.64053 3.92808 -4.43161 0.00 0.00 0.00
H 4.97894 3.43353 -5.04116 0.00 0.00 0.00
H 6.26507 1.74024 -3.78924 0.00 0.00 0.00
H 5.20470 0.52518 -1.91525 -0.01 -0.01 -0.01
C -3.57876 2.05310 2.29564 0.02 -0.02 0.01
N -2.52374 3.02781 2.04193 -0.04 0.03 0.00
C -1.39954 2.78566 1.38187 0.08 0.07 -0.05
N -0.52740 3.79265 1.18839 -0.03 -0.03 0.00
O -1.12125 1.62723 0.93675 -0.05 0.00 0.15
H -4.54373 2.49676 2.06227 0.00 0.01 0.02
H -3.57534 1.73810 3.33811 0.00 -0.02 0.00
H -3.43273 1.19423 1.64618 -0.02 0.01 -0.02
H -2.67669 3.96283 2.38919 -0.01 0.01 -0.02
H -0.75576 4.74746 1.41575 0.00 0.00 0.00
H 0.24396 3.63826 0.56272 0.02 -0.01 0.00
```
Forces are in eV/Å.

# C2H2INO2S

A structure of composition C2H2INO2S (the ωB97M-V functional and the def2-TZVPD basis, the Open Molecules 2025 dataset).

Results
Frontier orbital gap: 8.385 eV
Max |F|: 4.67 eV Å⁻¹
Total energy: -978.4009 hartree
Energy above the lowest of the compared OMol25 structures with the same formula, charge and spin: 45.2 kcal/mol

Geometry as XYZ:
```
9
Properties=species:S:1:pos:R:3:forces:R:3
C -1.05825 0.88745 -0.31936 -0.87 4.29 -1.64
C -1.06188 -0.12472 0.55261 1.91 -3.67 0.17
N -0.90026 1.83483 -0.99136 -0.31 -1.32 0.50
O 0.41974 -1.44435 -1.34145 -0.60 1.08 1.41
O 0.55197 -2.10447 0.98783 1.08 -1.97 2.75
S 0.18976 -1.14856 0.05835 -1.88 0.52 -3.25
I 2.24949 0.80653 -0.01139 1.21 -0.05 0.41
H -1.33202 -0.28767 1.58501 -0.14 0.60 -0.07
H 0.94146 1.58097 -0.52025 -0.39 0.51 -0.28
```
Forces are in eV/Å.

# C23H53BrGaN6O9

A structure of composition C23H53BrGaN6O9 (the ωB97M-V functional and the def2-TZVPD basis, the Open Molecules 2025 dataset).

Results
Frontier orbital gap: 6.673 eV
Total charge: -1
Max |F|: 2.16 eV Å⁻¹
Total energy: -6412.6533 hartree
Energy above the lowest of the compared OMol25 structures with the same formula, charge and spin: 34.6 kcal/mol

Geometry as XYZ:
```
93
Properties=species:S:1:pos:R:3:forces:R:3
C 1.55498 -1.57643 2.06284 0.28 0.68 0.49
C 1.30182 -1.06580 3.53528 0.68 -0.56 -0.23
C 2.57153 -1.37529 4.43886 -0.89 0.52 -0.15
C 2.80159 -0.18656 5.46547 0.35 -0.94 0.44
Ga 4.49509 0.93179 5.06083 -1.40 0.05 0.15
Br 6.19174 -0.55009 4.13488 -0.15 0.37 0.06
O 4.14816 2.43853 3.97682 0.74 -0.87 -0.35
C 4.06219 2.08396 2.60031 -0.71 0.63 -0.29
C 2.89470 2.93236 1.91751 0.28 -0.90 1.43
O 1.88533 1.99268 1.48686 0.37 1.14 -1.35
C 1.67547 2.03016 0.07397 -1.58 -0.84 -0.50
C 0.19810 1.47203 -0.15643 1.32 0.29 1.06
O 5.06589 1.59909 6.78505 0.98 0.08 -0.83
N 6.35256 1.20657 7.01665 -1.57 -0.92 1.16
O 6.35462 0.31186 7.82153 0.93 0.73 -0.44
H 2.24204 -0.87026 1.51271 -0.86 -0.42 0.53
H 0.56413 -1.66945 1.55616 1.06 -0.08 0.04
H 2.11053 -2.55110 2.09339 -0.87 0.80 -0.06
H 1.06427 0.03253 3.57548 0.30 -1.00 -0.30
H 0.41762 -1.60969 3.96522 0.68 0.48 -0.39
H 3.46301 -1.56463 3.77899 -0.76 0.34 0.64
H 2.36828 -2.35348 4.96170 0.30 0.90 -0.33
H 1.88527 0.46237 5.56090 0.89 -0.59 -0.25
H 2.94382 -0.66077 6.48163 0.06 0.73 -0.86
H 5.01157 2.28634 2.03475 -0.46 -0.24 0.58
H 3.79374 0.99194 2.48415 0.22 0.99 -0.19
H 2.41776 3.54001 2.73932 0.65 -0.40 -0.83
H 3.25869 3.59610 1.09588 -0.32 -0.59 0.53
H 1.72824 3.07378 -0.34318 0.21 -0.85 0.46
H 2.38998 1.33790 -0.46448 -0.37 0.88 0.46
H -0.41483 1.95132 0.65602 0.29 -0.41 -1.08
H 0.25502 0.38009 0.08486 -0.36 0.82 -0.47
H -0.19153 1.69095 -1.17587 0.19 -0.31 0.86
C 0.08655 -5.21867 1.84733 0.08 -0.12 0.11
O 0.33058 -4.06238 2.11108 -0.21 -0.47 0.12
N 0.69681 -6.29118 2.41697 -0.31 0.01 -0.30
C 0.35761 -7.65088 2.05516 0.23 0.21 0.22
C 1.72134 -6.06092 3.41995 -0.07 0.31 -0.07
H -0.67437 -5.49834 1.09948 -0.02 -0.13 -0.03
H 0.00235 -8.18175 2.94222 -0.02 -0.16 -0.12
H 1.24684 -8.15231 1.66434 -0.11 -0.16 -0.02
H -0.42293 -7.66611 1.29469 0.04 0.08 0.04
H 1.29275 -5.49934 4.25249 0.16 0.01 0.02
H 2.52901 -5.47017 2.98331 0.02 0.00 0.17
H 2.11654 -7.00870 3.78301 -0.08 0.00 -0.08
C -3.75283 0.78618 -1.79372 -0.30 -0.25 -0.03
O -2.83954 1.46647 -1.35479 0.18 -0.07 -0.01
N -3.74536 -0.57088 -1.84666 -0.14 0.57 0.06
C -4.86062 -1.33496 -2.38060 0.57 0.18 0.52
C -2.58041 -1.27991 -1.35155 0.02 0.33 0.04
H -4.67705 1.24076 -2.19187 0.35 -0.34 0.19
H -5.24314 -1.99853 -1.59885 -0.10 -0.09 -0.13
H -4.51332 -1.92580 -3.21767 -0.02 -0.02 0.14
H -5.65884 -0.67812 -2.71324 0.12 0.02 -0.01
H -2.42522 -1.03287 -0.29896 0.17 -0.09 -0.05
H -1.69817 -0.96551 -1.91409 0.08 -0.09 0.15
H -2.71793 -2.35533 -1.45807 -0.09 0.07 -0.03
C -6.94492 2.43966 -3.59046 -0.04 0.30 -0.19
O -6.26626 1.46645 -3.32873 -0.29 0.13 -0.40
N -6.63613 3.37217 -4.52412 -0.32 -0.19 0.32
C -7.49191 4.51127 -4.78540 0.28 -0.10 -0.10
C -5.40822 3.22203 -5.28374 0.06 -0.23 0.20
H -7.89360 2.64428 -3.06973 -0.03 0.07 -0.01
H -7.81213 4.48853 -5.82999 -0.09 0.15 0.04
H -6.93361 5.43121 -4.59694 -0.16 0.08 -0.05
H -8.37152 4.49059 -4.14272 0.08 -0.06 0.00
H -5.43139 2.27295 -5.82401 0.13 0.06 -0.02
H -4.55814 3.21066 -4.59863 0.05 -0.03 -0.14
H -5.29694 4.04262 -5.99073 -0.09 -0.01 0.08
C -5.78606 -3.22347 -5.47830 -0.04 0.03 -0.26
O -5.93667 -2.55203 -4.47859 -0.46 -0.24 -0.65
N -5.69283 -2.72911 -6.73891 0.00 -0.38 0.23
C -5.51215 -3.58834 -7.89097 -0.02 0.33 0.06
C -5.77719 -1.29352 -6.93446 -0.02 0.00 0.31
H -5.70986 -4.32191 -5.43610 0.02 -0.05 -0.09
H -4.58099 -3.32145 -8.39661 -0.05 -0.14 -0.12
H -6.35064 -3.45014 -8.57808 0.09 -0.13 -0.11
H -5.46677 -4.63469 -7.59053 -0.01 0.08 0.06
H -4.97682 -0.80467 -6.37495 -0.10 0.11 -0.04
H -6.73578 -0.93265 -6.55522 0.09 0.12 -0.02
H -5.68646 -1.04894 -7.99185 0.01 -0.12 0.04
C 7.38888 5.11664 1.49725 0.15 -0.18 0.37
O 6.21038 5.35523 1.32737 -0.06 0.04 0.03
N 7.93868 4.66730 2.65183 0.12 0.24 -0.54
C 9.35698 4.40794 2.77284 -0.29 -0.05 0.15
C 7.08039 4.43801 3.80386 -0.31 -0.03 -0.21
H 8.13030 5.25443 0.69200 0.12 -0.03 -0.01
H 9.50914 3.35740 3.03173 0.17 0.05 0.02
H 9.77232 5.04009 3.56214 0.16 -0.09 -0.03
H 9.87199 4.62264 1.83601 -0.09 0.01 0.01
H 6.32032 3.69744 3.54554 -0.08 0.07 0.26
H 6.58077 5.37161 4.07092 -0.06 -0.11 0.07
H 7.66476 4.08024 4.65023 0.03 -0.01 -0.12
```
Forces are in eV/Å.

# C38H22Cl5F12N4O3Zr

A structure of composition C38H22Cl5F12N4O3Zr (the ωB97M-V functional and the def2-TZVPD basis, the Open Molecules 2025 dataset).

Results
Frontier orbital gap: 5.581 eV
Total charge: -1
Max |F|: 0.45 eV Å⁻¹
Total energy: -5452.7803 hartree
Energy above the lowest of the compared OMol25 structures with the same formula, charge and spin: 0.0 kcal/mol

Geometry as XYZ:
```
85
Properties=species:S:1:pos:R:3:forces:R:3
Zr -0.61996 0.33403 0.36035 -0.30 0.11 0.28
C -1.23402 -2.55575 6.37452 0.00 0.01 0.01
C -0.55290 -1.85163 5.23097 0.01 0.01 -0.01
C 0.50528 -2.43420 4.53772 0.01 0.03 0.00
C 1.07641 -1.79964 3.45727 0.00 -0.05 0.03
C 0.63010 -0.54774 2.99436 0.10 0.12 -0.16
N 1.11447 -0.02280 1.79434 -0.15 -0.02 0.13
C 2.46181 -0.06789 1.52630 0.06 -0.02 0.05
C 3.40116 -0.15083 2.58392 -0.08 0.00 -0.02
C 4.75962 -0.18372 2.38146 0.03 0.00 -0.04
C 5.29539 -0.11839 1.09745 -0.02 -0.01 0.05
C 6.78083 -0.11968 0.85410 0.00 0.00 0.01
C 4.39651 0.01425 0.05693 -0.03 -0.01 -0.03
C 3.00891 0.04771 0.22298 0.06 -0.01 -0.03
C 2.14152 0.34165 -1.00749 -0.12 -0.01 -0.12
O 0.84889 -0.12489 -0.95111 0.06 0.07 -0.02
C 2.04883 1.88740 -1.16826 0.05 -0.03 -0.03
F 3.21463 2.52251 -1.02586 -0.05 0.00 0.00
F 1.21522 2.35675 -0.20159 -0.04 -0.06 0.01
F 1.52946 2.25635 -2.34328 0.01 0.00 0.03
C 2.71676 -0.26351 -2.32386 0.03 -0.04 0.01
F 1.80825 -0.26807 -3.29814 -0.02 0.01 0.00
F 3.09225 -1.53954 -2.12931 0.00 0.01 0.00
F 3.78777 0.40403 -2.80603 0.01 0.01 0.00
C -0.42017 0.06491 3.71538 -0.03 0.04 0.03
C -0.97597 -0.60128 4.81054 0.01 -0.02 0.01
C -0.93549 1.45043 3.27536 0.04 -0.08 0.08
O -1.07028 1.57120 1.92404 -0.04 -0.07 -0.04
C -2.36358 1.75063 3.83079 0.02 0.00 0.02
F -2.41918 1.94123 5.16788 0.00 0.00 -0.01
F -2.88804 2.84100 3.27402 0.01 0.01 -0.01
F -3.19328 0.72857 3.54251 -0.02 -0.02 -0.01
C 0.04168 2.53554 3.81330 -0.02 0.00 -0.03
F 1.23782 2.44209 3.23179 0.00 0.00 0.00
F 0.23604 2.41567 5.14323 -0.01 0.01 0.00
F -0.41323 3.77874 3.59208 0.00 -0.01 0.01
H -0.59731 -3.33796 6.79063 0.00 0.00 0.00
H -2.16746 -3.02828 6.05302 0.01 0.01 0.01
H -1.48177 -1.86078 7.17815 0.00 0.00 0.00
H 0.88230 -3.40527 4.84597 0.00 0.01 0.01
H 1.88271 -2.27878 2.91761 0.01 0.00 0.00
H 3.02500 -0.16310 3.59757 -0.01 0.00 0.00
H 5.41831 -0.24410 3.24231 0.01 0.00 -0.01
H 7.29925 -0.74757 1.58094 0.00 0.00 0.00
H 7.20154 0.88653 0.93285 0.00 0.00 0.00
H 7.01664 -0.49553 -0.14228 0.00 0.00 0.00
H 4.80681 0.11107 -0.93804 0.01 0.00 0.01
H -1.77382 -0.13579 5.37008 0.00 0.00 0.01
Cl -1.40339 3.75735 -1.71525 -0.05 -0.04 0.03
C -1.56622 2.36117 -2.72530 0.05 -0.06 -0.01
C -2.12300 1.18332 -2.17150 -0.06 0.19 -0.15
C -2.22680 0.09521 -3.06154 -0.04 0.03 0.07
Cl -3.23378 -1.25307 -2.65480 0.03 -0.09 -0.02
C -1.62093 0.10678 -4.31485 -0.08 -0.10 -0.06
Cl -1.66841 -1.30163 -5.31716 0.00 0.03 0.02
C -1.01563 1.25721 -4.79597 0.07 0.10 0.00
Cl -0.25696 1.28004 -6.34735 -0.03 -0.01 0.04
C -1.03519 2.40566 -4.00251 -0.01 0.00 -0.07
Cl -0.34139 3.86477 -4.61133 0.00 -0.03 0.01
C -3.48457 2.08091 -0.15408 0.03 0.06 -0.05
C -2.45937 1.12956 -0.74562 0.26 -0.33 0.16
O -2.49926 -0.15376 -0.18742 0.19 0.24 -0.15
H -4.27858 1.46723 0.28016 -0.01 0.01 -0.01
H -3.93309 2.72354 -0.91317 -0.01 0.01 -0.01
H -3.08211 2.71699 0.63451 0.01 -0.01 0.01
N -4.74025 -6.77972 7.10242 0.00 -0.01 0.00
C -4.19287 -6.24536 6.24480 0.02 0.04 -0.04
C -3.50676 -5.57611 5.17133 -0.04 -0.04 0.04
C -2.15670 -5.82983 4.94538 0.02 -0.02 -0.02
C -1.49404 -5.18225 3.92029 -0.03 -0.02 -0.01
C -2.18399 -4.29032 3.10758 0.02 0.01 0.00
C -3.53464 -4.03990 3.32292 0.01 -0.01 0.00
C -4.19162 -4.67549 4.35938 -0.02 0.01 0.00
N -1.50018 -3.61028 2.07845 -0.03 -0.02 -0.06
C -0.37792 -4.03724 1.38592 0.00 0.00 0.05
C 0.01520 -2.99005 0.62028 -0.02 0.01 0.00
N -0.84553 -1.93738 0.82543 0.02 0.03 -0.04
C -1.74051 -2.33419 1.68858 0.02 0.03 0.07
H -1.62628 -6.52002 5.58691 0.00 0.00 0.00
H -0.43555 -5.33972 3.76883 -0.01 -0.01 0.00
H -4.07065 -3.35966 2.67531 0.00 0.00 0.00
H -5.24095 -4.48351 4.53565 0.00 0.00 0.00
H 0.00664 -5.03574 1.48542 0.00 0.00 0.00
H 0.84614 -2.90325 -0.05933 0.00 0.00 -0.01
H -2.53671 -1.72069 2.07876 -0.01 -0.01 0.00
```
Forces are in eV/Å.